The following is a quantum chemistry calculation of a cluster of 8 separate species, C33H50F3N5O5 in total, from the Open Molecules 2025 dataset.

HOMO level in eV: -8.9
Gap between HOMO and LUMO in eV: 9.3
SMILES: Fc1ccccc1.Fc1ccccc1.Fc1ccccc1.CN(C)C=O.CN(C)C=O.CN(C)C=O.CN(C)C=O.CN(C)C=O
LUMO in eV: 0.438

Element x y z (Å)
1 F 1.552 3.972 0.452
2 F -0.851 -5.163 -1.962
3 F 1.758 -1.530 -5.301
4 O 0.232 0.067 -1.310
5 O -4.208 0.447 -0.177
6 O 0.404 1.342 3.454
7 O -2.398 -0.193 9.849
8 O -2.269 0.829 -3.810
9 N 2.344 2.304 4.175
10 N -0.368 2.114 -3.972
11 N -4.952 -1.419 -1.376
12 N -2.741 0.216 7.623
13 N -0.581 -1.009 0.514
14 C -4.326 -0.174 -1.237
15 C 4.746 -0.181 -2.924
16 C 2.425 -0.245 -3.464
17 C -0.950 -4.481 -3.139
18 C -1.455 0.006 0.878
19 C -1.445 1.593 -3.328
20 C 2.474 2.995 0.678
21 C -5.005 -2.147 -2.603
22 C 3.712 2.132 4.650
23 C -1.427 -2.548 -4.421
24 C 0.255 -0.854 -0.523
25 C 5.073 -1.108 -3.899
26 C 1.580 1.267 3.877
27 C 2.804 -1.107 -4.513
28 C 4.087 -1.604 -4.729
29 C -1.294 -3.127 -3.154
30 C -5.344 -2.114 -0.194
31 C -3.674 0.647 6.665
32 C 3.758 3.479 1.007
33 C 4.313 1.166 1.316
34 C -0.766 -4.597 -5.566
35 C 0.469 3.136 -3.383
36 C 3.056 0.764 1.016
37 C 3.434 0.167 -2.617
38 C -0.519 -5.180 -4.294
39 C -3.091 0.138 8.917
40 C -0.161 1.988 -5.390
41 C -0.348 -2.066 1.505
42 C 2.055 1.672 0.715
43 C -1.369 0.078 7.210
44 C 4.711 2.501 1.362
45 C -1.281 -3.263 -5.589
46 C 1.716 3.581 4.271
47 H 0.975 -1.670 -0.617
48 H 3.298 0.907 -1.879
49 H -0.414 2.879 -5.894
50 H 2.062 0.294 3.930
51 H -4.063 0.562 9.160
52 H -6.037 -3.001 -0.386
53 H 1.025 3.606 3.446
54 H 2.401 4.394 4.107
55 H 0.421 4.153 -3.806
56 H -1.854 0.472 -0.013
57 H -1.480 1.984 -2.254
58 H -0.059 -6.190 -4.226
59 H 6.127 -1.310 -4.075
60 H 1.502 2.782 -3.467
61 H 5.077 0.369 1.542
62 H -2.247 -0.524 1.424
63 H -1.303 -2.513 1.675
64 H -4.523 1.136 7.161
65 H -1.014 0.748 1.564
66 H -3.879 0.230 -2.182
67 H 1.054 1.370 0.376
68 H 0.277 -2.863 0.991
69 H -0.855 1.223 -5.727
70 H -1.464 -2.719 -6.511
71 H 4.233 -2.245 -5.589
72 H -4.660 -1.461 -3.390
73 H -0.908 0.987 6.848
74 H 2.815 -0.292 1.109
75 H 0.095 -1.560 2.395
76 H 0.818 1.594 -5.637
77 H 3.923 4.535 1.064
78 H 1.187 3.717 5.170
79 H 3.814 2.533 5.639
80 H 4.363 2.622 3.963
81 H -4.071 -0.260 6.095
82 H -1.322 -0.632 6.333
83 H 5.541 0.255 -2.333
84 H -4.381 -3.011 -2.601
85 H 0.217 3.114 -2.323
86 H -4.448 -2.613 0.248
87 H -0.480 -5.123 -6.431
88 H -1.707 -1.493 -4.502
89 H -6.107 -2.407 -2.813
90 H -3.204 1.385 5.974
91 H 5.713 2.794 1.581
92 H -1.547 -2.534 -2.256
93 H 3.985 1.106 4.567
94 H -0.824 -0.398 8.017
95 H -5.631 -1.423 0.602
96 H 1.420 0.005 -3.329